1.
The following is a quantum chemistry calculation of 2 unconnected molecules or ions with the total composition C2H4Cl3PS, from OMol25.

Computed properties:
Lowest unoccupied orbital energy = 0.58 eV
Net charge = 0
HOMO level = -0.34469 Eh
Calculated total energy = -59831.0673 eV
ΔE to the lowest compared entry with this formula, charge and spin = 0.1 kcal per mole
Spin multiplicity = 1
Gap between HOMO and LUMO = 9.96 eV
SMILES = SP(Cl)Cl.C=CCl

Each line ends with the natural charge from an NBO analysis.
CARTESIAN COORDINATES (ANGSTROEM)
Cl 1.837 -0.716 0.708  -0.02
Cl -2.521 0.812 -0.416  -0.28
Cl -2.670 -0.429 2.415  -0.29
S -0.605 1.966 1.784  -0.28
P -1.303 0.112 1.019  0.68
C 0.556 -0.844 -1.635  -0.41
C 1.607 -0.406 -0.974  -0.21
H 0.452 1.394 2.351  0.15
H 2.417 0.166 -1.399  0.22
H -0.223 -1.421 -1.167  0.21
H 0.454 -0.634 -2.686  0.22

Forces on atoms 1 to 6 (eV/Å):
0.388 -0.165 0.236
-0.588 0.470 -0.649
-0.564 -0.199 0.538
-0.404 0.137 -0.278
0.870 -0.080 0.353
0.015 -0.031 -0.095



2.
The following is a quantum chemistry calculation of a single C2H4ClFN2O2 molecule, from OMol25.

Computed properties:
Lowest unoccupied orbital energy = 0.83 eV
Net charge = 0
HOMO level = -0.33834 Eh
Calculated total energy = -24450.6500 eV
Spin multiplicity = 1
Gap between HOMO and LUMO = 10.04 eV
SMILES = O/N=C(/NO)[C@@H](F)Cl

Each line ends with the natural charge from an NBO analysis.
CARTESIAN COORDINATES (ANGSTROEM)
Cl -0.880 2.240 -0.974  -0.02
F -2.093 0.614 0.609  -0.34
O 1.278 -0.766 1.928  -0.54
O 0.442 -0.680 -2.022  -0.58
N 0.360 0.139 1.400  -0.31
N 0.887 -0.713 -0.703  -0.16
C 0.072 -0.080 0.048  0.26
C -1.182 0.582 -0.421  0.14
H -1.609 0.041 -1.264  0.22
H 1.093 -1.211 -2.489  0.48
H -0.469 0.127 1.966  0.38
H 2.099 -0.293 1.921  0.47

Forces on atoms 1 to 6 (eV/Å):
0.028 -0.023 0.074
-0.003 0.021 -0.076
-0.621 -0.559 0.142
-0.090 -0.011 -0.388
0.053 0.032 -0.663
-0.318 0.258 0.476



3.
The following is a quantum chemistry calculation of a single C2H4ClFO molecule, from OMol25.

Computed properties:
Lowest unoccupied orbital energy = 0.93 eV
Net charge = 0
HOMO level = -0.37882 Eh
Calculated total energy = -19424.1476 eV
ΔE to the lowest compared entry with this formula, charge and spin = 40.4 kcal per mole
Spin multiplicity = 1
Gap between HOMO and LUMO = 11.24 eV
SMILES = OC[C@H](F)Cl

Each line ends with the natural charge from an NBO analysis.
CARTESIAN COORDINATES (ANGSTROEM)
Cl 2.046 -0.302 -0.453  -0.02
F 0.298 1.499 -0.480  -0.38
O -0.758 -0.442 -1.109  -0.77
C -0.607 -0.576 0.315  -0.09
C 0.714 0.469 0.401  0.16
H -1.484 -0.356 1.086  0.18
H 0.930 0.915 1.338  0.19
H -0.464 -1.712 0.527  0.21
H -0.675 0.506 -1.624  0.52

Forces on atoms 1 to 6 (eV/Å):
0.357 0.080 0.754
0.822 0.567 1.573
-1.797 0.670 -1.574
1.056 0.942 -0.309
-2.690 -1.722 -1.644
1.470 0.551 -2.011



4.
The following is a quantum chemistry calculation of 2 unconnected molecules or ions with the total composition C2H4ClFO2S, from OMol25.

Computed properties:
Lowest unoccupied orbital energy (spin up / spin down) = -1.89 / -1.89 eV
Net charge = 0
HOMO level (spin up / spin down) = -0.34684 / -0.34685 Eh
Calculated total energy = -32305.8577 eV
ΔE to the lowest compared entry with this formula, charge and spin = 45.4 kcal per mole
Spin multiplicity = 1
Gap between HOMO and LUMO (spin up / spin down) = 7.55 / 7.55 eV

Each line ends with the natural charge from an NBO analysis.
CARTESIAN COORDINATES (ANGSTROEM)
Cl -0.227 -1.290 2.122  -0.35
S -0.966 0.564 1.384  1.72
F -0.673 0.398 -1.923  -0.29
O -0.169 1.659 1.811  -0.90
O -2.373 0.680 1.745  -0.90
C 1.146 -0.171 -0.775  -0.74
C -0.247 -0.426 -1.004  0.47
H 1.378 0.855 -1.257  0.26
H -0.819 -1.256 -0.940  0.19
H 1.326 -0.118 0.263  0.28
H 1.623 -0.896 -1.427  0.26

Forces on atoms 1 to 6 (eV/Å):
0.159 -0.203 0.615
-2.603 -0.420 -2.222
-1.258 -0.071 -0.575
1.576 0.474 0.404
1.057 -0.792 -0.316
0.526 1.766 -1.780



5.
The following is a quantum chemistry calculation of a single C2H4ClI molecule, from OMol25.

Computed properties:
Lowest unoccupied orbital energy = 0.31 eV
Net charge = 0
HOMO level = -0.35180 Eh
Calculated total energy = -22760.6931 eV
ΔE to the lowest compared entry with this formula, charge and spin = 23.9 kcal per mole
Spin multiplicity = 1
Gap between HOMO and LUMO = 9.88 eV
SMILES = C[C@@H](Cl)I

Each line ends with the natural charge from an NBO analysis.
CARTESIAN COORDINATES (ANGSTROEM)
I -1.297 0.242 -2.076  0.11
Cl -1.059 1.685 0.909  0.00
C 0.882 -0.337 0.149  -0.58
C -0.805 0.192 0.004  -0.36
H 1.597 0.380 -0.444  0.23
H 1.103 -0.179 1.302  0.22
H -1.262 -0.677 0.290  0.19
H 0.842 -1.307 -0.135  0.20

Forces on atoms 1 to 6 (eV/Å):
-0.003 0.298 0.104
-0.250 -0.698 -0.294
-1.591 6.347 2.202
5.245 0.666 -1.101
-1.545 -1.655 0.979
-0.365 -0.603 -2.419



6.
The following is a quantum chemistry calculation of a single C2H4ClIS molecule, from OMol25.

Computed properties:
Lowest unoccupied orbital energy = -0.04 eV
Net charge = 0
HOMO level = -0.33296 Eh
Calculated total energy = -33595.9216 eV
ΔE to the lowest compared entry with this formula, charge and spin = 26.3 kcal per mole
Spin multiplicity = 1
Gap between HOMO and LUMO = 9.02 eV
SMILES = ClSCCI

Each line ends with the natural charge from an NBO analysis.
CARTESIAN COORDINATES (ANGSTROEM)
I 2.823 -0.441 0.398  0.07
Cl -3.154 0.402 -0.034  -0.16
S -1.590 -0.878 0.150  0.26
C 0.978 -0.222 -0.666  -0.48
C -0.272 0.276 0.518  -0.57
H -0.708 1.264 0.429  0.24
H 1.098 0.540 -1.371  0.22
H 0.211 0.179 1.491  0.23
H 0.615 -1.121 -0.916  0.19

Forces on atoms 1 to 6 (eV/Å):
-0.167 -0.024 -0.284
-0.160 -0.013 0.025
-0.325 -0.061 0.379
-1.025 3.587 5.056
2.308 -1.054 -1.909
0.451 0.245 -0.424



Which formula does entry 4 have?
C2H4ClFO2S



Look up the calculated total energy of the fifth one.
-22760.6931 eV



What did the third record say?
The following is a quantum chemistry calculation of a single C2H4ClFO molecule, from OMol25.

Computed properties:
Lowest unoccupied orbital energy = 0.93 eV
Net charge = 0
HOMO level = -0.37882 Eh
Calculated total energy = -19424.1476 eV
ΔE to the lowest compared entry with this formula, charge and spin = 40.4 kcal per mole
Spin multiplicity = 1
Gap between HOMO and LUMO = 11.24 eV
SMILES = OC[C@H](F)Cl

Each line ends with the natural charge from an NBO analysis.
CARTESIAN COORDINATES (ANGSTROEM)
Cl 2.046 -0.302 -0.453  -0.02
F 0.298 1.499 -0.480  -0.38
O -0.758 -0.442 -1.109  -0.77
C -0.607 -0.576 0.315  -0.09
C 0.714 0.469 0.401  0.16
H -1.484 -0.356 1.086  0.18
H 0.930 0.915 1.338  0.19
H -0.464 -1.712 0.527  0.21
H -0.675 0.506 -1.624  0.52

Forces on atoms 1 to 6 (eV/Å):
0.357 0.080 0.754
0.822 0.567 1.573
-1.797 0.670 -1.574
1.056 0.942 -0.309
-2.690 -1.722 -1.644
1.470 0.551 -2.011